(1)
DFT (ωB97M-V/def2-TZVPD) results for a structure of composition H12O6Tl.

Output
Relative energy (zero: lowest compared OMol25 entry of this formula, charge and spin): 3.767 eV
HOMO-LUMO gap: 4.3 eV
Charge: +3
HOMO: -23.8 eV
E: -17134.876 eV

Positions of all 19 atoms, in Å:
Tl -0.27300 0.62378 -0.44355
O 1.93051 -1.07976 -1.46490
H 1.93859 -1.98413 -1.15140
H 2.81285 -0.75540 -1.28466
O 0.60797 3.35980 -0.34042
H 0.79659 3.89815 -1.10909
H 0.92856 3.87639 0.39889
O 0.93703 -1.19522 1.51596
H 0.69997 -2.11978 1.44391
H 1.71078 -1.18907 2.07945
O -2.98652 -0.20820 -1.36910
H -3.60477 0.04346 -2.05515
H -3.24384 -1.09833 -1.12889
O 0.13191 1.73663 2.19466
H 0.30133 1.33631 3.04748
H 0.36718 2.65719 2.31068
O -0.88391 -2.28299 -0.77497
H -1.55105 -2.81193 -0.33750
H -0.62019 -2.80692 -1.53139

=====

(2)
DFT (ωB97M-V/def2-TZVPD) results for a structure of composition C36H38BClIrNO4Te.

Output
Multiplicity: 2
Relative energy (zero: lowest compared OMol25 entry of this formula, charge and spin): 0.000 eV
HOMO-LUMO gap (spin up / spin down): 6.7 / 3.0 eV
Charge: +1
HOMO (spin up / spin down): -9.9 / -9.9 eV
E: -70953.992 eV

Positions of all 83 atoms, in Å:
Ir 0.18779 0.53298 0.10043
C 5.85228 1.38763 3.66474
C 4.80703 0.91780 2.68982
C 5.09940 0.74508 1.32653
C 4.14609 0.32535 0.42882
C 4.47159 0.24934 -1.03453
O 5.51178 -0.22754 -1.42401
C 3.45086 0.80008 -1.98772
C 3.37266 0.26410 -3.26417
C 2.38426 0.69125 -4.14189
C 1.48080 1.66615 -3.74945
C 1.57606 2.23364 -2.48039
C 2.56003 1.80210 -1.60400
C 2.83588 -0.00148 0.84675
O 2.00149 -0.44923 -0.04832
C 2.50823 0.20943 2.21570
C 3.51976 0.65316 3.09822
C 1.17848 -0.05593 2.73061
N 0.10608 -0.07591 1.98207
C -1.17654 -0.55886 2.47817
C -1.39714 -1.91518 1.79518
Te -3.27083 -2.80296 2.22349
C -2.94319 -3.60025 4.12051
C -2.06666 -4.67375 4.25940
C -1.94870 -5.28596 5.49831
C -2.69822 -4.82902 6.57357
C -3.56308 -3.75386 6.42472
C -3.69731 -3.13196 5.19196
C 1.04420 -0.25812 4.20025
C 0.42393 0.73151 4.95820
C 0.39085 0.61870 6.34013
C 0.96009 -0.48537 6.96026
C 1.56517 -1.47796 6.20117
C 1.61953 -1.36121 4.82095
H 6.77310 1.65562 3.14962
H 6.09260 0.60908 4.39032
H 5.51150 2.26214 4.21980
H 6.09343 0.96328 0.95248
H 4.08075 -0.50207 -3.55104
H 2.31936 0.26061 -5.13197
H 0.71388 2.00232 -4.43505
H 0.90223 3.03044 -2.19064
H 2.64634 2.25024 -0.62027
H 3.26909 0.81491 4.13941
H -1.93444 0.16143 2.16490
H -1.19562 -0.64922 3.56071
H -0.62315 -2.63308 2.06793
H -1.43837 -1.78032 0.71307
H -1.49519 -5.04651 3.41854
H -1.27874 -6.12634 5.61816
H -2.60936 -5.31674 7.53480
H -4.14530 -3.40281 7.26565
H -4.39098 -2.30931 5.07498
H -0.00538 1.59461 4.46146
H -0.07051 1.39767 6.93185
H 0.93839 -0.56917 8.03844
H 2.01278 -2.33467 6.68653
H 2.13054 -2.10808 4.22552
Cl -1.21774 2.96374 1.83866
C -0.06781 2.47800 0.54487
H 0.90376 2.82466 0.90791
H -0.36371 3.04564 -0.33686
C -4.75324 2.43341 -1.04149
C -3.64323 1.50207 -1.49739
C -3.32871 1.75514 -2.96794
O -2.45289 1.82900 -0.75895
B -1.77941 0.68744 -0.40694
O -2.56315 -0.43971 -0.68184
C -3.86526 -0.01033 -1.15497
C -4.85230 -0.23092 -0.01516
C -4.24962 -0.87814 -2.34173
H -4.47147 3.45899 -1.27692
H -4.92099 2.37083 0.03175
H -5.68595 2.20977 -1.56129
H -3.02553 2.79572 -3.07999
H -4.19601 1.57987 -3.60337
H -2.50912 1.12235 -3.31103
H -4.54189 0.30466 0.88498
H -4.90417 -1.30056 0.19508
H -5.85752 0.09658 -0.27755
H -3.45546 -0.90188 -3.08454
H -5.15960 -0.50666 -2.81438
H -4.43592 -1.89986 -2.00966

=====

The lowest relative energy (zero: lowest compared OMol25 entry of this formula, charge and spin) belongs to which entry?
C36H38BClIrNO4Te